# 1
{
  "formula": "C20H57N3O7",
  "method": "the ωB97M-V functional and the def2-TZVPD basis",
  "symbols": ["H", "C", "C", "H", "C", "C", "H", "C", "H", "H", "C", "H", "C", "N", "O", "C", "H", "O", "H", "C", "H", "O", "H", "H", "H", "H", "C", "H", "C", "O", "H", "H", "C", "O", "H", "H", "H", "H", "H", "C", "H", "H", "H", "H", "H", "O", "H", "H", "H", "C", "H", "C", "C", "C", "H", "H", "N", "H", "H", "H", "H", "H", "H", "H", "H", "H", "H", "H", "C", "H", "H", "H", "H", "H", "H", "H", "H", "H", "C", "H", "H", "H", "C", "H", "H", "O", "N"],
  "coordinates": [[4.036, -0.052, 2.812], [3.573, 0.755, 2.244], [-1.595, 1.463, 6.435], [4.223, -5.488, 0.801], [2.497, -3.011, -6.310], [7.945, 3.348, 7.382], [2.988, -0.395, -0.715], [2.553, 0.329, 1.123], [4.297, 0.001, -0.053], [-6.334, -3.654, -6.605], [-3.583, 2.073, 5.147], [2.591, -1.175, -5.439], [-4.761, -5.173, -8.679], [3.448, -0.494, 0.179], [-3.640, 7.533, 1.395], [2.668, -1.488, -6.481], [-5.460, 1.306, 3.445], [-3.970, -4.677, -7.569], [1.869, -0.953, -6.994], [-4.886, -2.350, -5.647], [3.676, -4.410, -5.860], [4.021, -6.376, 1.104], [-5.502, 1.562, 5.793], [-0.728, 7.568, -0.008], [2.589, -7.589, 0.904], [4.872, -7.489, -1.238], [4.125, -8.062, -0.689], [-3.117, 2.819, 4.504], [-1.430, 7.671, 0.820], [-2.960, 1.898, 6.406], [1.435, -3.220, -6.185], [4.508, 1.183, 1.883], [-2.811, 7.834, 0.240], [3.356, -3.616, -5.425], [7.735, 2.978, 8.385], [-6.659, -3.523, -4.369], [-5.709, -1.636, -5.630], [-6.404, 3.684, 5.546], [-0.993, 2.342, 6.203], [-5.091, 2.359, 5.173], [-0.189, 2.742, -0.654], [8.185, 5.037, 8.245], [9.926, 3.020, 8.002], [2.661, -6.542, -0.490], [-5.511, 3.090, 3.118], [1.401, 1.358, -0.851], [7.231, 2.850, 6.726], [-5.341, -4.331, -4.021], [-1.078, 8.549, 1.362], [-5.482, -3.760, -5.934], [-4.222, -2.252, -4.788], [-4.511, -4.876, -6.315], [-5.767, 2.286, 3.808], [0.501, 2.360, -1.407], [3.124, 2.070, 0.090], [-3.634, -4.896, -5.667], [-5.420, 3.680, 5.774], [9.866, 2.949, 6.168], [-3.522, 1.119, 4.623], [-1.341, 1.074, 7.421], [-3.891, 8.308, 1.903], [-5.043, -6.194, -8.422], [-4.252, -5.048, -9.635], [1.163, 3.212, -1.562], [4.825, -8.689, -0.136], [1.636, 2.287, 0.938], [-2.920, 7.176, -0.622], [9.317, 1.676, 7.064], [2.165, 1.590, 0.289], [-4.404, -2.042, -6.575], [0.183, 1.925, -2.354], [-4.992, -5.852, -6.367], [-1.360, 6.900, 1.587], [-6.851, 2.177, 3.844], [-1.340, 0.620, 5.793], [3.019, 1.281, 3.022], [1.629, -0.142, 1.459], [3.614, -1.200, -6.938], [3.270, -7.159, 0.170], [2.645, -3.336, -7.340], [3.451, -8.650, -1.312], [-2.964, 8.827, -0.183], [9.352, 2.765, 7.111], [-5.714, -4.655, -8.778], [-4.972, 4.365, 5.181], [8.252, 4.723, 7.340], [-6.071, -4.268, -4.716]],
  "forces_ev_per_angstrom": [[-0.659, -0.874, -0.271], [-1.316, -0.830, 0.485], [-0.542, 0.538, -0.199], [-0.050, -0.075, -0.342], [-1.296, 1.361, -3.504], [3.087, -1.608, -0.080], [-0.453, -0.688, -0.438], [3.322, 0.962, -1.801], [0.363, 0.439, 0.801], [0.383, -0.095, -0.596], [-0.104, -0.768, -0.722], [0.479, 0.853, 0.035], [-0.229, 0.372, 1.454], [-1.970, -0.288, 0.233], [-1.000, -0.428, -1.191], [-0.001, -0.302, 1.756], [0.119, 0.026, -0.883], [0.779, 0.401, -2.928], [-0.181, -0.564, -0.217], [-0.343, -0.444, -2.175], [0.119, -0.035, 0.269], [0.571, 0.335, 0.018], [-0.277, 0.123, 0.254], [0.412, -0.448, 0.182], [-0.221, -1.073, -0.746], [-0.584, 0.397, -0.634], [0.444, -0.094, 0.579], [0.503, 0.340, 0.104], [1.250, 0.866, -0.556], [-0.449, -0.142, 0.431], [-0.119, -0.133, 0.849], [-0.590, 0.988, -0.381], [0.515, 0.188, 1.778], [0.601, -0.242, 0.692], [-0.453, 0.365, 0.164], [-0.425, -0.064, 0.333], [-0.153, -0.030, 0.691], [-0.349, 0.974, 0.349], [0.469, -0.215, -0.061], [0.194, 0.930, 0.984], [-0.731, -0.628, -0.255], [-0.105, 0.314, -0.107], [0.509, 0.097, -0.434], [-0.032, 0.258, 0.001], [0.200, -0.083, 0.058], [-0.712, -1.377, -0.699], [-0.464, 1.195, -0.450], [0.204, -0.211, 0.263], [-0.286, 0.386, -0.050], [0.328, 0.107, 1.678], [-0.107, -0.243, -0.068], [-0.197, 0.514, -1.030], [0.697, -1.601, -0.102], [2.813, -0.027, 1.280], [0.181, 0.246, -0.552], [-0.239, -0.037, 0.524], [0.123, -1.308, 0.197], [-0.292, 1.047, 0.111], [0.274, -0.210, -0.365], [-0.382, 0.484, 0.251], [0.166, 0.264, -0.395], [0.263, -0.393, -0.508], [0.384, -0.255, 0.406], [-0.168, 0.392, -0.709], [-0.606, -0.460, 0.488], [-0.264, 0.221, 0.332], [-0.729, -0.585, 0.536], [-0.173, -0.413, 0.420], [-0.202, 0.956, 1.620], [0.722, 0.109, 0.098], [-0.559, 0.312, 0.428], [-0.383, -0.077, 0.824], [-0.160, -0.484, -0.639], [-0.064, 0.437, 0.444], [-0.365, 0.098, -0.653], [0.461, 0.810, -0.112], [0.481, -0.626, 0.042], [0.067, -0.123, 0.272], [0.068, 0.826, 0.909], [0.328, -0.816, -0.148], [0.406, -0.095, -0.274], [-0.169, 0.229, 0.340], [-0.447, -1.855, 0.334], [-0.107, 0.405, 0.142], [-0.040, 0.384, -0.098], [-1.664, 0.858, 0.041], [-0.875, -0.059, 0.892]],
  "multiplicity": 1,
  "mol_weight_da": 451.7,
  "homo_lumo_gap_ha": 0.354,
  "e_homo_ev": -9.24,
  "charge": 0,
  "relative_energy_kj_mol": 466.9,
  "smiles": "COC[C@H](C)N.COC[C@H](C)N.COC[C@H](C)N.CCO.CCO.CCO.CCO"
}


# 2
{
  "formula": "C20H57N5O6",
  "method": "the ωB97M-V functional and the def2-TZVPD basis",
  "symbols": ["H", "O", "H", "H", "H", "H", "C", "H", "N", "H", "C", "H", "H", "H", "N", "H", "H", "H", "H", "N", "H", "H", "C", "C", "H", "H", "H", "H", "H", "O", "H", "H", "H", "H", "C", "H", "C", "H", "H", "H", "C", "H", "H", "H", "H", "H", "H", "C", "C", "H", "C", "H", "H", "N", "C", "C", "N", "H", "H", "O", "H", "C", "H", "C", "H", "H", "C", "O", "C", "H", "C", "C", "H", "O", "O", "H", "C", "H", "H", "H", "H", "H", "H", "H", "H", "H", "H", "C"],
  "coordinates": [[4.079, 2.725, -0.242], [0.749, -0.217, -0.174], [-1.420, -5.611, 1.458], [-1.055, -5.068, -0.893], [-1.946, 1.407, 1.087], [1.922, 2.041, -0.532], [-2.366, 0.657, -0.622], [-2.368, 4.281, 0.129], [-0.281, 2.321, 0.008], [0.149, 1.435, 1.221], [-1.213, -4.600, 1.809], [0.519, 0.033, 0.720], [-3.084, 3.614, 1.601], [2.675, -0.821, 2.220], [1.308, 0.763, -2.606], [-2.474, -0.409, -0.821], [-2.409, 0.945, 0.428], [3.901, 0.445, -1.341], [2.817, -0.169, 1.305], [0.921, 0.809, 1.400], [1.480, 0.356, -0.404], [2.369, 1.562, -1.861], [-1.409, 2.352, 1.004], [-1.070, -4.051, -0.501], [3.547, 1.974, 1.280], [-0.207, -1.059, -0.535], [-0.575, -4.652, 2.691], [4.310, -2.702, -0.396], [0.257, 0.147, -4.971], [-3.582, 2.731, -0.259], [0.210, -1.184, 1.429], [1.505, -0.187, -2.889], [-0.418, 1.724, -5.154], [5.856, -2.509, 0.280], [-2.982, -0.091, 2.545], [-3.860, 0.760, 0.398], [-4.360, 1.724, 0.299], [-0.692, 2.318, -0.915], [0.115, -1.116, -2.332], [-2.134, -3.817, -0.522], [-0.793, 2.892, 2.332], [-4.731, 2.125, 1.241], [5.244, -1.418, -1.105], [0.270, 2.407, -2.740], [-0.776, -0.802, 3.588], [-2.049, -2.922, -2.855], [-3.034, 0.757, 3.227], [-0.377, -3.169, -1.519], [3.322, 0.702, -0.454], [-1.932, 0.994, -3.208], [-0.428, -1.541, -1.488], [2.573, -1.308, 0.109], [4.998, 1.391, 0.516], [-1.183, -3.410, -2.677], [5.046, -1.931, -0.164], [0.217, 1.418, -3.195], [2.050, 1.152, -0.994], [-2.132, -4.107, 2.126], [-0.701, -3.105, -3.510], [-0.434, -3.958, 0.790], [-3.263, -0.989, 3.094], [0.576, -0.403, 2.095], [0.410, 1.586, 0.052], [4.004, 1.787, 0.308], [-5.199, 1.350, -0.288], [-0.717, 3.976, 2.423], [-2.622, 3.357, 0.648], [4.539, -1.045, 0.814], [-0.624, -0.009, 2.856], [-0.627, 0.904, 3.452], [3.296, -0.547, 0.402], [1.856, -0.767, 2.937], [0.965, 0.455, -1.708], [-1.184, 1.226, -1.265], [-1.728, -0.213, 1.943], [0.192, 2.436, 2.431], [-1.010, 0.827, -2.651], [-3.732, 0.010, 1.760], [-1.301, 2.549, 3.233], [2.104, 0.011, 3.659], [1.743, 1.332, 1.665], [1.254, 1.567, -5.054], [-3.206, 1.040, -1.202], [0.624, -3.474, -1.825], [1.684, -1.671, 3.521], [-1.471, -1.244, -1.384], [-0.838, -0.249, -2.668], [0.344, 1.171, -4.605]],
  "forces_ev_per_angstrom": [[0.022, -0.038, -0.034], [-1.566, -6.401, -4.909], [-0.290, -0.206, 0.246], [0.372, -0.322, 0.142], [2.604, 2.578, 3.288], [-0.507, 0.575, 1.168], [0.128, -1.277, -4.246], [0.498, -0.168, 0.098], [1.484, 7.297, 4.324], [0.849, -0.870, 1.895], [1.186, -0.212, -0.377], [-0.652, -1.996, -4.623], [-0.301, -0.105, 0.088], [-0.541, -1.431, 2.261], [-3.272, -4.241, -6.810], [0.315, 0.084, 0.778], [-0.747, -2.491, -4.127], [0.520, 0.083, -0.235], [1.049, 0.440, -1.776], [3.065, 6.536, 10.712], [-0.726, -0.730, 0.436], [0.045, -0.297, 0.136], [0.763, 4.291, 0.765], [1.216, 0.477, 0.756], [-0.198, 0.080, 0.034], [0.073, -1.730, -1.414], [0.041, -0.100, -0.018], [-0.429, -0.045, -0.053], [-0.059, -0.262, 0.719], [0.120, 1.297, 0.119], [0.618, -0.477, 0.413], [-0.061, -0.359, -1.868], [-0.354, 0.034, -0.279], [0.460, 0.577, -0.284], [-0.596, -0.556, 0.370], [-0.819, 0.817, 0.741], [-1.681, 0.250, 1.305], [0.809, 2.186, 1.058], [0.177, -1.392, 0.846], [-0.210, 0.506, 0.599], [-0.254, -0.241, 0.490], [-0.306, -0.485, 0.350], [0.608, -0.021, 0.049], [0.083, 1.033, -1.129], [-0.055, -0.264, 0.610], [-0.248, 0.301, 1.370], [-0.075, 0.227, -0.008], [-1.181, 3.416, -1.022], [2.073, -0.286, -0.478], [-0.193, 0.607, -0.237], [-2.328, -5.548, 1.854], [0.521, -0.332, -0.581], [0.336, 0.505, 0.231], [-0.527, -2.090, -3.667], [-0.396, -0.668, 0.302], [-0.259, -0.454, 0.830], [11.960, 9.668, 6.551], [-0.171, 0.349, -0.493], [0.562, -0.368, -0.155], [-1.443, 0.138, -0.083], [0.230, -0.205, 0.320], [1.637, 0.940, 5.205], [-1.626, 0.961, -1.527], [1.492, -0.111, 0.294], [-0.321, 1.142, -0.645], [-0.014, 0.066, -0.522], [0.572, -1.678, -0.875], [0.184, -0.108, -0.589], [-1.761, -3.211, 2.010], [0.027, -0.047, -0.701], [-1.118, 0.858, 0.917], [-1.732, -0.550, 0.504], [-1.190, -0.136, -1.177], [-5.062, -7.306, -6.576], [0.746, 0.102, 0.685], [-0.188, 1.006, 0.349], [-2.631, -1.217, 0.041], [0.246, -0.085, 0.532], [-0.590, 0.251, -0.042], [-0.235, 0.292, -0.046], [-0.199, -0.315, 0.524], [0.369, -0.088, 0.370], [0.500, -0.018, -0.128], [0.119, -0.324, 0.639], [0.209, -0.213, -0.226], [0.075, -1.181, -1.707], [-1.111, 1.429, -0.723], [-0.738, 1.860, -3.932]],
  "multiplicity": 1,
  "mol_weight_da": 463.7,
  "homo_lumo_gap_ha": 0.242,
  "e_homo_ev": -5.93,
  "charge": 0,
  "relative_energy_kj_mol": 3060.4
}


- Look up the charge of the first one.
  0


- What is the formula in the first record?
  C20H57N3O7